This record from the Open Molecules 2025 dataset describes a cluster of 2 separate species, C2 in total in a non-equilibrium geometry. The level of theory is ωB97M-V/def2-TZVPD.

Each atom is followed by the atoms it is bonded to, with distances in Å.
Positions of all 2 atoms, in Å:
1 C 0.00000 0.00000 1.29935  no bonds
2 C 0.00000 0.00000 -1.29935  no bonds

Results
ΔE to the lowest compared entry with this formula, charge and spin, kcal per mole: 216.8
<S²>: 0.751
Multiplicity: 2
Net charge: -1
Calculated total energy, a.u.: -75.68771

Mulliken analysis output, partial charges in e: C -0.50; C -0.50

This record from the Open Molecules 2025 dataset describes a cluster of 2 separate species, C8H21N3O2PS in total. The level of theory is ωB97M-V/def2-TZVPD.

Each atom is followed by the atoms it is bonded to, with distances in Å.
Positions of all 36 atoms, in Å:
1 S 2.14503 0.96994 0.57285  N7 1.791, H30 1.336
2 P 3.15991 3.50567 -0.79344  O4 1.606, N6 1.685, N7 1.874
3 O -0.25412 1.21289 -1.47845  C8 1.396, C15 1.430
4 O 4.28975 3.38411 0.34113  P2 1.606, H32 0.966
5 N -2.67905 -1.37082 1.96294  C10 1.148
6 N 1.74023 3.94683 -0.00043  P2 1.685, H22 1.017, H25 1.018
7 N 2.78600 1.67539 -0.94357  S1 1.791, P2 1.874, C14 1.515, H36 1.021
8 C 0.62629 1.89047 -2.32309  O3 1.396, C14 1.506, H20 1.093, H34 1.095
9 C -2.60644 -4.62490 0.04935  C11 1.524, H18 1.089, H28 1.091, H35 1.091
10 C -2.35299 -2.45389 2.15954  N5 1.148, C12 1.462
11 C -1.50428 -4.53581 1.09789  C9 1.524, C12 1.533, H19 1.092, H21 1.091
12 C -1.96373 -3.84482 2.38704  C10 1.462, C11 1.533, H24 1.091, H31 1.091
13 C -1.45219 1.29910 0.62621  C15 1.527, H16 1.089, H27 1.085, H33 1.084
14 C 2.01499 1.32165 -2.19916  N7 1.515, C8 1.506, H17 1.091, H23 1.089
15 C -1.12627 2.01792 -0.68049  O3 1.430, C13 1.527, H26 1.091, H29 1.092
16 H -1.06813 1.86016 1.47734  C13 1.089
17 H 2.62871 1.67096 -3.03091  C14 1.091
18 H -2.25117 -5.14486 -0.83931  C9 1.089
19 H -0.64353 -4.00315 0.68786  C11 1.092
20 H 0.61138 2.97320 -2.17187  C8 1.093
21 H -1.16097 -5.53742 1.35887  C11 1.091
22 H 1.36323 3.29238 0.68023  N6 1.017
23 H 1.97575 0.23476 -2.25393  C14 1.089
24 H -2.81535 -4.37457 2.81661  C12 1.091
25 H 1.91781 4.81939 0.49356  N6 1.018
26 H -2.04126 2.20553 -1.24344  C15 1.091
27 H -2.52486 1.20915 0.76051  C13 1.085
28 H -3.46833 -5.17144 0.43418  C9 1.091
29 H -0.66824 2.99110 -0.49094  C15 1.092
30 H 2.44212 -0.29610 0.26464  S1 1.336
31 H -1.17020 -3.86024 3.13539  C12 1.091
32 H 3.95275 3.06601 1.18863  O4 0.966
33 H -1.02600 0.30199 0.63264  C13 1.084
34 H 0.34751 1.72439 -3.36897  C8 1.095
35 H -2.94456 -3.63373 -0.25612  C9 1.091
36 H 3.72019 1.27877 -1.05330  N7 1.021

Results
ΔE to the lowest compared entry with this formula, charge and spin, kcal per mole: 0.0
Net charge: +1
Calculated total energy, a.u.: -1371.45105

Results of the Mulliken charge analysis, in e, for atoms 1 through 6: S -0.06; P 0.26; O -0.32; O -0.45; N -0.41; N -0.43

This record from the Open Molecules 2025 dataset describes a cluster of 6 separate species, C51H55F6NO3 in total in a non-equilibrium geometry. The level of theory is ωB97M-V/def2-TZVPD.

Each atom is followed by the atoms it is bonded to, with distances in Å.
Positions of all 116 atoms, in Å:
1 F -12.41127 3.76335 -0.95096  C56 1.342
2 F 9.60489 -0.00594 4.34628  C61 1.343
3 F -6.42740 2.24062 -3.63305  C45 1.342
4 F 8.13261 1.98217 -2.42932  C17 1.342
5 F 3.63703 -2.25206 -0.76016  C11 1.472
6 F -0.57181 -7.17878 2.31008  C26 1.344
7 O 0.59626 -1.11673 -1.51377  C12 1.437, C20 1.438
8 O 3.18312 1.38732 -0.26979  C42 1.453, C43 1.481
9 O -2.09233 -2.90377 0.30433  C51 1.280
10 N -2.15812 -5.28410 0.16866  C51 1.495, H73 1.041, H102 1.035
11 C 2.53984 -2.84302 -1.54426  F5 1.472, C16 1.635, C20 1.609, H65 1.169
12 C 1.55948 -0.05110 -1.49291  O7 1.437, C43 1.614, C46 1.649, H91 1.150
13 C -8.34266 1.18835 -2.75056  C36 1.392, C45 1.387, H115 1.084
14 C -13.63539 4.47960 0.93168  C50 1.392, C56 1.387, H107 1.084
15 C -1.80520 1.66346 -2.95035  C25 1.604, C33 1.602, H106 1.146
16 C 2.78678 -2.72338 -3.15590  C11 1.635, C60 1.613, H74 1.155, H90 1.169
17 C 8.34633 3.21212 -2.92081  F4 1.342, C39 1.387, C49 1.387
18 C -2.60818 -6.49271 3.28169  C22 1.392, C26 1.387, H96 1.084
19 C 11.51254 -1.33398 3.95474  C34 1.392, C61 1.387, H105 1.084
20 C 1.07109 -2.39650 -1.06209  O7 1.438, C11 1.609, C44 1.648, H92 1.171
21 C 6.79277 1.74313 0.92101  C32 1.631, C37 1.327
22 C -3.30292 -6.01133 4.38715  C18 1.392, C30 1.393, H76 1.085
23 C 13.08868 0.96021 4.11036  C53 1.392, C58 1.393, H95 1.085
24 C -3.02507 0.96432 -0.08726  C47 1.577, C48 1.574, C59 1.636
25 C -0.80332 1.27041 -1.76035  C15 1.604, C46 1.608, C47 1.572
26 C -1.24170 -6.70828 3.37648  F6 1.344, C18 1.387, C55 1.387
27 C -14.04488 2.31568 -0.06169  C41 1.392, C56 1.387, H80 1.084
28 C 9.37599 5.37111 -2.72902  C49 1.392, C52 1.394, H108 1.085
29 C -1.24709 -5.95451 5.65469  C30 1.394, C55 1.392, H116 1.085
30 C -2.62196 -5.74022 5.57154  C22 1.393, C29 1.394, H68 1.086
31 C -9.09784 3.61713 -1.60861  C54 1.392, C57 1.393, H104 1.086
32 C 5.62146 1.95130 -0.19496  C21 1.631, C42 1.644, H64 1.149, H81 1.173
33 C -3.37984 1.72363 -2.66346  C15 1.602, C48 1.594, H97 1.157
34 C 12.89131 -1.42558 3.78769  C19 1.392, C58 1.394, H67 1.085
35 C -15.31371 3.02122 1.86324  C41 1.394, C50 1.393, H69 1.086
36 C -9.51299 1.26998 -2.00099  C13 1.392, C57 1.394, H86 1.085
37 C 7.66842 1.34868 1.83646  C21 1.327, H103 1.156
38 C 0.15605 -4.05676 0.79585  C44 1.614, C51 1.640, H100 1.152, H113 1.168
39 C 7.76021 3.57704 -4.12372  C17 1.387, C40 1.392, H101 1.084
40 C 7.97747 4.85521 -4.62997  C39 1.392, C52 1.393, H82 1.086
41 C -15.02411 2.06195 0.89447  C27 1.392, C35 1.394, H93 1.085
42 C 4.48609 0.76479 -0.11240  O8 1.453, C32 1.644, H62 1.150, H78 1.151
43 C 2.09893 0.40494 -0.04214  O8 1.481, C12 1.614, H84 1.149, H114 1.156
44 C 0.89988 -2.64455 0.55793  C20 1.648, C38 1.614, H85 1.149, H112 1.169
45 C -7.55816 2.32042 -2.91465  F3 1.342, C13 1.387, C54 1.387
46 C 0.77007 1.26779 -2.09096  C12 1.649, C25 1.608, H83 1.165, H109 1.155
47 C -1.47504 0.94915 -0.37613  C24 1.577, C25 1.572, H72 1.151
48 C -4.01280 1.37364 -1.24286  C24 1.574, C33 1.594, H110 1.160
49 C 9.14996 4.09671 -2.21696  C17 1.387, C28 1.392, H89 1.084
50 C -14.62223 4.23012 1.88083  C14 1.392, C35 1.393, H98 1.085
51 C -1.43881 -3.99825 0.42026  O9 1.280, N10 1.495, C38 1.640
52 C 8.78674 5.74995 -3.93413  C28 1.394, C40 1.393, H66 1.086
53 C 11.70885 1.05365 4.26643  C23 1.392, C61 1.387, H71 1.084
54 C -7.92195 3.53335 -2.34874  C31 1.392, C45 1.387, H111 1.084
55 C -0.55404 -6.44653 4.55225  C26 1.387, C29 1.392, H77 1.084
56 C -13.35905 3.52096 -0.03172  F1 1.342, C14 1.387, C27 1.387
57 C -9.89073 2.48574 -1.43315  C31 1.393, C36 1.394, H63 1.083
58 C 13.67839 -0.27808 3.86868  C23 1.393, C34 1.394, H94 1.086
59 C -3.50729 0.54556 1.41871  C24 1.636, H87 1.148, H88 1.148, H99 1.168
60 C 1.44045 -2.84631 -4.03522  C16 1.613, H70 1.169, H75 1.167, H79 1.149
61 C 10.93540 -0.09497 4.19004  F2 1.343, C19 1.387, C53 1.387
62 H 4.57468 0.32992 0.94860  C42 1.150
63 H -10.80353 2.54933 -0.85367  C57 1.083
64 H 5.17629 3.00488 -0.08421  C32 1.149
65 H 2.61232 -3.98917 -1.32433  C11 1.169
66 H 8.96000 6.74601 -4.33081  C52 1.086
67 H 13.35234 -2.38914 3.59542  C34 1.085
68 H -3.16275 -5.36051 6.43338  C30 1.086
69 H -16.08094 2.82435 2.60624  C35 1.086
70 H 1.78632 -2.88899 -5.15103  C60 1.169
71 H 11.23205 2.01052 4.44632  C53 1.084
72 H -0.78237 0.65415 0.49421  C47 1.151
73 H -2.29057 -5.44822 -0.85041  N10 1.041
74 H 3.44080 -1.80289 -3.39908  C16 1.155
75 H 0.78345 -1.88335 -3.97426  C60 1.167
76 H -4.37413 -5.84770 4.32530  C22 1.085
77 H 0.51396 -6.62730 4.60057  C55 1.084
78 H 4.75083 0.03060 -0.95775  C42 1.151
79 H 0.82932 -3.80004 -3.84297  C60 1.149
80 H -13.81161 1.58496 -0.82795  C27 1.084
81 H 6.18296 1.88619 -1.22255  C32 1.173
82 H 7.51609 5.15333 -5.56623  C40 1.086
83 H 0.94389 1.21265 -3.24186  C46 1.165
84 H 2.53637 -0.43592 0.60759  C43 1.149
85 H 1.88396 -2.51246 1.13534  C44 1.149
86 H -10.13028 0.38836 -1.85989  C36 1.085
87 H -4.58747 0.17209 1.30781  C59 1.148
88 H -3.36652 1.38788 2.18604  C59 1.148
89 H 9.59294 3.78697 -1.27713  C49 1.084
90 H 3.44183 -3.64991 -3.43553  C16 1.169
91 H 2.47648 -0.17058 -2.17576  C12 1.150
92 H 0.34442 -3.18691 -1.52830  C20 1.171
93 H -15.56137 1.11896 0.88478  C41 1.085
94 H 14.75461 -0.35096 3.74263  C58 1.086
95 H 13.70359 1.85222 4.17718  C23 1.085
96 H -3.12052 -6.70061 2.34947  C18 1.084
97 H -4.12934 2.00432 -3.49907  C33 1.157
98 H -14.85196 4.97769 2.63357  C50 1.085
99 H -2.79835 -0.33100 1.72286  C59 1.168
100 H 0.24117 -4.45734 1.87240  C38 1.152
101 H 7.14041 2.86473 -4.65636  C39 1.084
102 H -1.59896 -6.08519 0.50908  N10 1.035
103 H 8.38012 1.25326 2.74189  C37 1.156
104 H -9.39569 4.56396 -1.16903  C31 1.086
105 H 10.88512 -2.21659 3.90327  C19 1.084
106 H -1.46678 1.90685 -4.01798  C15 1.146
107 H -13.08118 5.41125 0.93584  C14 1.084
108 H 10.00944 6.06852 -2.19016  C28 1.085
109 H 1.22288 2.25337 -1.69377  C46 1.155
110 H -5.15500 1.42595 -1.04644  C48 1.160
111 H -7.28818 4.40178 -2.48805  C54 1.084
112 H 0.14845 -1.82232 0.91107  C44 1.169
113 H 0.60336 -4.82170 0.03561  C38 1.168
114 H 1.32241 0.96198 0.60902  C43 1.156
115 H -8.03692 0.25346 -3.20666  C13 1.084
116 H -0.71759 -5.73898 6.57726  C29 1.085

Results
SMILES: C#CCCOC[C@H](Cc1cccc(C)c1)O[C@H](CCC(N)=O)[C@H](F)CC.Fc1ccccc1.Fc1ccccc1.Fc1ccccc1.Fc1ccccc1.Fc1ccccc1
Calculated total energy, a.u.: -2855.57396

Results of the Mulliken charge analysis, in e, for atoms 1 through 6: F -0.31; F -0.33; F -0.31; F -0.34; F -0.37; F -0.37